No. 1
The following is a quantum chemistry calculation of a molecular structure, C12H26BBe2BrClF3LiMgNO15S2, from OMol25.

## Properties
total charge: +2
highest occupied orbital energy: -12.188 eV

Positions of all 66 atoms, in Å:
C (-3.694, 3.127, -1.096)
C (-3.844, 1.593, -1.245)
Br (-4.032, 1.026, -3.135)
C (-2.609, 0.808, -0.662)
C (-3.146, -0.494, -0.006)
O (-4.230, -0.434, 0.906)
B (-3.636, -0.347, 2.217)
O (-4.545, -0.671, 3.247)
O (-2.453, -1.273, 2.042)
C (-2.110, -1.531, 0.674)
C (-0.572, -1.239, 0.639)
C (-0.095, 0.109, 1.316)
O (0.649, 0.870, 0.383)
N (-2.529, -2.856, 0.105)
C (-3.268, -3.668, 1.050)
O (-2.860, -4.165, 1.993)
F (-4.566, -3.763, 0.757)
C (-1.474, -3.553, -0.500)
O (-0.811, -4.373, -0.008)
F (-1.175, -3.255, -1.772)
H (-2.834, 3.538, -1.655)
H (-3.654, 3.421, -0.024)
H (-4.621, 3.592, -1.488)
H (-4.791, 1.310, -0.760)
H (-1.934, 0.562, -1.505)
H (-2.154, 1.491, 0.090)
H (-3.521, -1.063, -0.884)
H (-3.033, 0.718, 2.328)
H (-5.173, -1.297, 2.846)
H (-0.057, -2.059, 1.185)
H (-0.197, -1.198, -0.407)
H (0.633, -0.134, 2.125)
H (-0.930, 0.795, 1.651)
H (0.126, 0.956, -0.434)
Mg (-1.765, 0.499, 3.418)
O (2.053, 3.488, 0.018)
S (2.075, 3.812, 1.458)
O (2.877, 5.011, 1.701)
O (2.666, 2.683, 2.191)
O (0.700, 4.048, 1.916)
O (-3.918, -0.966, -5.339)
H (-3.118, -1.464, -5.140)
H (-4.626, -1.616, -5.261)
O (3.145, -0.031, -2.096)
S (4.040, 0.120, -1.005)
O (4.197, 1.451, -0.312)
O (5.452, -0.428, -1.411)
C (6.122, 0.086, -2.604)
C (6.745, 1.448, -2.369)
C (3.638, -1.099, 0.213)
H (5.431, 0.102, -3.448)
H (6.906, -0.630, -2.842)
H (5.985, 2.212, -2.213)
H (7.344, 1.744, -3.229)
H (7.377, 1.435, -1.480)
H (3.541, -2.060, -0.284)
H (2.692, -0.803, 0.667)
H (4.422, -1.124, 0.966)
O (0.281, 5.689, 4.454)
H (0.516, 5.013, 5.097)
H (0.450, 5.275, 3.598)
Li (1.034, -5.256, -0.265)
Be (1.119, -7.195, 1.787)
Cl (3.462, 2.513, -1.624)
F (-0.963, -7.262, 0.683)
Be (3.738, -2.816, 2.307)

No. 2
The following is a quantum chemistry calculation of a single C4H5NO molecule, from OMol25.

## Properties
energy relative to the best compared isomer or geometry (same formula, charge and spin): 52.0 kcal/mol
structure (SMILES): CC(=O)CC#N
highest occupied orbital energy: -9.696 eV

Positions of all 11 atoms, in Å:
C (0.507, -1.225, -1.041)
C (0.119, -0.293, 0.046)
O (0.008, -0.742, 1.174)
C (-0.258, 1.155, 0.076)
C (-0.859, 0.977, 1.524)
N (-1.279, 1.170, 2.595)
H (0.171, -2.219, -0.724)
H (1.597, -1.231, -1.114)
H (0.091, -0.961, -2.010)
H (-0.689, 1.582, -0.869)
H (0.591, 1.787, 0.344)

Number 1: frontier orbital gap 1.36 eV. Number 2: frontier orbital gap 10.15 eV.